(1)
18
Properties=species:S:1:pos:R:3:lowdin_charge:R:1 method="wB97M-V/def2-TZVPD" smiles="N=C=O.CCCC" total_charge=0 lumo_ev=0.93 orbital_gap_ev=11.293 spin_multiplicity=1 relative_energy_kcal_mol=68.6
O -0.57838 2.88916 0.41334 0.135
N 1.23650 1.84164 -0.71366 0.167
C -0.12203 -1.29077 0.71886 -0.291
C 0.22016 2.26243 -0.17563 -0.548
C -1.18603 0.60793 -0.74452 -0.063
C -0.41450 0.19893 0.82007 -0.182
C 1.17677 -1.63665 -0.02005 -0.114
H -0.97773 -1.74331 0.21162 0.100
H -0.07744 -1.73413 1.72205 0.110
H -2.21631 0.53662 -0.41960 0.066
H -1.25231 1.47195 -1.46736 0.091
H 0.48382 0.66163 1.30021 0.110
H 1.26151 0.90855 -1.10170 0.061
H -0.87830 -0.20182 -1.40111 0.055
H 2.05507 -1.16554 0.44047 0.079
H -1.22668 0.44049 1.50317 0.093
H 1.34633 -2.71890 -0.01299 0.072
H 1.14957 -1.32820 -1.07318 0.061

(2)
15
Properties=species:S:1:pos:R:3:lowdin_charge:R:1 method="wB97M-V/def2-TZVPD" smiles="[O-][N+]([O-])=N[C@@H](CN(F)F)N(F)F" total_charge=-1 lumo_ev=3.76 orbital_gap_ev=8.651 spin_multiplicity=1 relative_energy_kcal_mol=11.5
F 0.90741 2.46854 -1.35194 -0.071
F -0.83581 -1.83569 1.99243 -0.043
F 0.06224 0.15607 2.01805 -0.057
F 1.62885 1.23175 0.30021 -0.048
O -2.94678 1.42744 -1.59640 -0.091
O -2.45602 0.53751 -3.57653 -0.077
N -0.96358 -0.60652 1.38254 -0.066
N -2.18891 0.79742 -2.39085 -0.516
N 0.87252 1.06175 -0.86797 -0.007
N -0.97381 0.45119 -2.03789 0.028
C -0.48967 0.58617 -0.71883 -0.379
C -0.50149 -0.85120 0.01252 -0.079
H 0.54441 -1.17083 -0.20304 0.132
H -1.17103 1.22369 -0.09030 0.143
H -1.39338 -1.30193 -0.44086 0.130

(3)
59
Properties=species:S:1:pos:R:3:lowdin_charge:R:1 method="wB97M-V/def2-TZVPD" smiles="O=C1c2ccc(CCCCl)cc2C(=O)N1CCCO.CC(C)O.CC(C)O" total_charge=0 lumo_ev=-1.14 orbital_gap_ev=7.777 spin_multiplicity=1
Cl -2.37695 -5.21853 5.93734 0.424
O 5.26650 1.33297 -4.11509 -0.063
O 2.54119 -0.28835 -0.49703 -0.022
O -2.65714 2.81270 -0.47024 -0.138
O -0.20099 1.18548 3.17955 -0.009
O -4.39972 2.64356 -3.13996 -0.092
N 0.38703 0.12026 0.87121 -0.037
C -2.59409 1.45659 -1.03593 -0.258
C 5.95178 2.07837 -1.93486 -0.067
C 2.46134 -3.25465 1.59610 0.017
C 1.68112 -0.57368 0.48710 -0.195
C -6.11145 4.19284 -3.80951 -0.065
C -4.30862 3.46225 -5.39833 -0.064
C 4.94957 2.24424 -3.06597 -0.503
C 3.52856 1.98908 -2.58934 -0.074
C -1.09704 0.79524 -1.10512 -0.138
C 1.72933 -1.78775 1.60121 -0.018
C -4.65367 3.78603 -3.95346 -0.490
C 2.23107 -4.20195 2.94971 -0.005
C 0.60367 -2.12889 4.21837 0.065
C 1.33862 -3.63110 4.23541 -0.121
C 0.81436 -1.24978 2.85040 -0.007
C 1.12649 -4.57649 5.55847 -0.215
C 0.37713 -6.00958 5.25554 -0.246
C -0.82275 -6.15957 6.40900 -0.550
C -0.04892 1.31025 0.04390 -0.139
C 0.26076 0.22053 2.37887 -0.208
H -0.58921 0.86764 -2.17751 0.122
H -3.65736 2.98469 -0.34882 0.118
H -6.33527 5.07912 -4.41141 0.082
H -4.91096 2.62418 -5.76680 0.081
H 5.02344 3.25658 -3.47778 0.137
H 3.24865 2.68495 -1.79230 0.079
H -0.03477 -1.70503 5.10719 0.108
H -0.07714 -6.05966 4.16960 0.115
H 5.74454 2.77692 -1.11819 0.080
H 6.97129 2.25288 -2.29524 0.078
H -4.96819 1.92033 -3.45253 0.102
H -6.77775 3.38071 -4.12160 0.081
H 2.19959 -4.83793 5.97162 0.122
H 3.41885 0.96525 -2.21428 0.051
H 5.92805 1.05772 -1.53659 0.081
H -2.96624 1.55474 -2.16606 0.103
H 2.69863 -5.28807 3.03587 0.098
H 1.14296 -6.90763 5.33939 0.116
H -3.32975 0.68106 -0.53630 0.126
H 5.20338 0.43137 -3.75862 0.092
H -3.25967 3.15919 -5.48493 0.082
H 0.88717 1.76416 -0.53877 0.132
H -4.00851 4.59470 -3.59333 0.145
H -6.34863 4.41098 -2.76267 0.080
H 0.52640 -3.91234 6.34797 0.114
H -1.24228 -0.37528 -0.92055 0.124
H -0.40356 -5.59713 7.37285 0.082
H -4.47837 4.32661 -6.04789 0.082
H 3.08243 -3.60850 0.65891 0.101
H -0.45842 2.13810 0.76210 0.134
H -1.02584 -7.27033 6.71595 0.086
H 2.81937 2.09990 -3.41663 0.082

(4)
13
Properties=species:S:1:pos:R:3:lowdin_charge:R:1 method="wB97M-V/def2-TZVPD" total_charge=0 lumo_ev=0.42 orbital_gap_ev=9.368 spin_multiplicity=1 relative_energy_kcal_mol=80.8
O -0.77411 -0.01949 -1.03261 -0.148
N 1.48325 0.42483 -0.77645 0.128
N 1.40153 -0.73826 1.15105 0.018
C 2.15302 -0.30604 0.00495 -0.152
C -2.10744 0.16578 -0.60506 -0.112
C 0.16053 -0.28524 1.16797 0.050
C 0.15876 0.52156 -0.14168 -0.434
H -2.31012 1.23382 -0.44154 0.090
H 3.18577 -0.61141 -0.12822 0.120
H 1.76221 -1.39347 1.83264 0.125
H -0.05058 1.58835 0.05773 0.150
H -2.32142 -0.37593 0.32419 0.076
H -2.74140 -0.20450 -1.41297 0.090